Entry 1:
The following is a quantum chemistry calculation of C33H23AgI2N4OS2 as an isolated structure, from OMol25.

```
66
Properties=species:S:1:pos:R:3:mulliken_charge:R:1
Ag 0.70 -0.06 -0.59 0.1529
I 5.84 0.91 5.64 -0.0384
C 4.10 0.65 4.40 -0.3927
C 2.81 0.78 4.90 -0.1425
C 1.74 0.45 4.06 -0.3418
I -0.23 0.46 4.80 -0.0089
C 1.93 -0.01 2.73 0.0982
O 0.94 -0.23 1.96 -0.4887
C 3.27 -0.29 2.33 0.3658
C 3.55 -1.10 1.06 -0.8103
N 2.98 -0.49 -0.18 0.1036
C 3.63 -0.95 -1.43 -0.7009
C 3.01 -0.30 -2.66 0.4921
C 3.61 -0.59 -3.91 -0.7724
C 3.11 -0.08 -5.09 -0.3848
C 1.99 0.76 -4.99 -0.6202
C 1.38 0.95 -3.77 -0.1429
N 1.89 0.45 -2.61 -0.0271
C 4.34 0.16 3.11 -0.5190
H 2.60 1.14 5.92 0.3089
H 3.08 -2.11 1.15 0.2702
H 4.65 -1.15 0.86 0.3269
H 3.04 0.56 -0.16 0.2990
H 3.47 -2.04 -1.48 0.3341
H 4.71 -0.73 -1.53 0.4152
H 4.52 -1.17 -4.02 0.3037
H 3.55 -0.36 -6.04 0.4266
H 1.52 1.17 -5.87 0.3546
H 0.51 1.59 -3.73 0.4154
H 5.36 0.16 2.74 0.3012
S -3.71 -5.90 0.02 -0.1628
C -2.76 -7.29 0.39 -0.3836
C -1.43 -7.02 0.65 -0.5151
C -1.24 -5.60 0.61 -0.3832
C -2.38 -4.89 0.23 0.4116
C -2.44 -3.48 -0.01 0.5640
C -1.26 -2.70 -0.16 -0.7690
N -1.19 -1.37 -0.14 0.1405
C -2.36 -0.69 -0.06 -0.5800
C -3.63 -1.37 -0.07 0.9772
C -4.77 -0.61 -0.22 -0.8529
C -4.77 0.74 -0.17 -1.1024
C -3.56 1.46 -0.04 0.8033
C -3.51 2.83 0.12 -0.4510
C -2.27 3.48 0.09 1.1992
C -1.09 2.70 0.00 -1.0807
N -1.11 1.38 -0.10 0.3726
C -2.33 0.73 -0.07 -0.1206
C -2.16 4.95 -0.03 0.1379
C -0.96 5.62 -0.30 -0.3584
C -1.13 7.05 -0.21 -0.5876
C -2.42 7.46 0.05 -0.3592
S -3.47 6.10 0.24 -0.1904
C -3.65 -2.76 0.09 -0.6530
H -3.21 -8.29 0.31 0.3847
H -0.60 -7.75 0.80 0.3392
H -0.28 -5.13 0.90 0.3521
H -0.25 -3.12 -0.20 0.3929
H -5.72 -1.15 -0.28 0.3912
H -5.69 1.33 -0.09 0.3552
H -4.43 3.35 0.27 0.4848
H -0.06 3.19 0.11 0.1749
H -0.04 5.11 -0.59 0.3339
H -0.34 7.75 -0.30 0.3972
H -2.74 8.51 0.12 0.3892
H -4.64 -3.11 0.40 0.3704
```

Values from the calculation:
* ΔE to the lowest compared entry with this formula, charge and spin: 0.408 eV
* HOMO level: -6.20 eV
* max |F|: 2.7 eV/Å
* calculated total energy: -3104.2910 hartree
* orbital gap: 5.30 eV
* LUMO level: -0.904 eV


Entry 2:
The following is a quantum chemistry calculation of a 4-piece molecular cluster, C19H36NO7S overall, from OMol25.

```
64
Properties=species:S:1:pos:R:3:mulliken_charge:R:1
C -1.31 -3.58 0.21 0.1209
C -0.58 -2.66 0.03 -1.6056
C 0.40 -1.60 -0.10 0.8592
C 0.79 -1.34 -1.55 -0.6513
O 1.88 -0.44 -1.68 -0.3693
C 2.05 0.50 -0.65 1.3777
O 2.49 1.70 -1.25 -0.5987
C 3.16 0.07 0.34 -0.7156
S 4.81 0.12 -0.37 0.9937
O 5.72 -0.11 0.72 -0.6179
O 4.84 -0.77 -1.50 -0.5527
C 0.73 0.88 0.07 -0.8581
N -0.16 -0.28 0.40 -0.0228
H -1.87 -4.47 0.40 0.4785
H 1.24 -1.84 0.54 -0.0228
H 1.07 -2.27 -2.03 0.4776
H -0.08 -0.91 -2.06 0.2694
H 2.49 1.55 -2.20 0.4038
H 3.16 0.69 1.24 0.4266
H 3.07 -0.98 0.63 -0.0310
H 4.96 1.40 -0.77 0.1640
H 0.19 1.64 -0.50 0.1217
H 1.01 1.35 1.01 0.4173
H -1.03 -0.15 -0.13 0.4794
H -0.44 -0.32 1.38 0.4960
C 3.04 -6.02 2.15 -0.6047
C 2.25 -7.23 1.66 -0.5990
C 0.91 -6.61 1.30 -0.4904
O 1.20 -5.27 0.87 -0.2997
C 2.56 -4.94 1.20 -0.3008
H 4.12 -6.16 2.11 0.3714
H 2.77 -5.78 3.18 0.2837
H 2.72 -7.66 0.77 0.2707
H 2.16 -8.02 2.41 0.3434
H 0.25 -6.56 2.17 0.2903
H 0.40 -7.14 0.50 0.2783
H 3.15 -4.92 0.28 0.2785
H 2.58 -3.94 1.65 0.1650
C -1.53 3.13 -4.29 -0.6701
C -2.52 3.85 -3.37 -0.6306
C -2.56 2.91 -2.18 -0.1890
O -1.26 2.29 -2.09 -0.3303
C -0.53 2.56 -3.30 -0.3194
H -1.07 3.78 -5.03 0.3745
H -2.04 2.32 -4.82 0.2766
H -2.11 4.82 -3.08 0.2797
H -3.50 4.01 -3.82 0.3841
H -3.31 2.12 -2.32 0.3043
H -2.77 3.43 -1.24 -0.0338
H 0.26 3.29 -3.07 0.2536
H -0.06 1.64 -3.65 0.2473
C -4.36 4.18 2.64 -0.5529
C -3.19 5.01 2.12 -0.5141
C -2.03 4.05 2.30 -0.4211
O -2.56 2.73 2.12 -0.3710
C -4.00 2.79 2.15 -0.4065
H -5.33 4.52 2.27 0.3312
H -4.38 4.20 3.73 0.2710
H -3.33 5.24 1.06 0.2334
H -3.04 5.95 2.66 0.3532
H -1.60 4.12 3.30 0.3407
H -1.23 4.21 1.56 0.2312
H -4.36 2.62 1.13 0.2408
H -4.39 2.00 2.79 0.2903
```

Values from the calculation:
* ΔE to the lowest compared entry with this formula, charge and spin: 2.116 eV
* net charge: +1
* HOMO level: -11.90 eV
* max |F|: 1.1 eV/Å
* calculated total energy: -1724.7836 hartree
* orbital gap: 9.12 eV
* LUMO level: -2.779 eV


Entry 3:
The following is a quantum chemistry calculation of one molecule with the formula C6H7NO2, from OMol25.

```
16
Properties=species:S:1:pos:R:3:mulliken_charge:R:1
C 0.33 -1.94 0.40 -1.2244
C 0.27 -0.46 0.29 0.0721
C 1.13 0.44 0.85 0.8512
O 2.12 0.21 1.75 -0.5287
C 0.73 1.78 0.34 -0.4531
N -0.23 1.71 -0.55 -0.6744
C -0.59 0.31 -0.59 0.3977
C -1.71 -0.09 -1.28 -0.1384
O -2.43 0.74 -2.04 -0.5154
H 1.27 -2.30 0.91 0.3217
H 0.18 -2.44 -0.62 0.2971
H -0.54 -2.30 1.04 0.2875
H 2.44 1.08 1.95 0.2914
H 1.18 2.73 0.73 0.2996
H -2.15 -1.10 -1.09 0.3237
H -1.98 1.62 -2.09 0.3926
```

Values from the calculation:
* SMILES string: CC1=C(O)C=N/C1=C\O
* ΔE to the lowest compared entry with this formula, charge and spin: 1.303 eV
* HOMO level: -8.14 eV
* max |F|: 2.0 eV/Å
* calculated total energy: -438.0199 hartree
* orbital gap: 8.24 eV
* LUMO level: 0.100 eV